# 1
Here is C10H14FN4PS as an isolated structure in a non-equilibrium geometry from OMol25. Energies are from ωB97M-V/def2-TZVPD.

Structure (ORCA input):
```
! wB97M-V def2-TZVPD RIJCOSX def2/J DEFGRID3
* xyz 0 1
C 2.20368 -1.96141 0.49803
C 3.37854 -1.25932 -0.17488
C 3.08800 0.14885 -0.68267
C 1.98603 0.22465 -1.75075
N 1.01200 1.30483 -1.53119
C -0.06122 1.00023 -0.68880
C 0.04405 0.89193 0.66062
C -1.08440 0.54782 1.45712
F -0.83872 0.46797 2.77159
C -2.33907 0.34616 0.99577
P -3.76904 0.04441 2.03568
N -4.93825 1.08017 1.89815
C -2.47488 0.44659 -0.41536
N -3.58983 0.23721 -1.11608
S -3.20754 0.45928 -2.65905
N -1.65599 0.80328 -2.54198
C -1.35536 0.76671 -1.24552
H 1.94937 -1.49799 1.45143
H 1.30561 -1.95291 -0.11803
H 2.44971 -3.00631 0.68207
H 4.21164 -1.22710 0.52693
H 3.71305 -1.86740 -1.01997
H 4.00319 0.55031 -1.11871
H 2.83728 0.81462 0.14203
H 1.48135 -0.73713 -1.86644
H 2.45847 0.44171 -2.70719
H 0.65421 1.64391 -2.41251
H 0.98224 1.07675 1.15961
H -3.21234 -0.07127 3.31520
H -4.11324 -1.27049 1.68100
H -5.11853 1.55393 2.77390
*
```

## Properties
F_max   1.04 eV/Å
E_HOMO   -8.58 eV
LUMO level   -0.02669 Ha



# 2
Here is C10H14I2Yb as an isolated structure in a non-equilibrium geometry from OMol25. Energies are from ωB97M-V/def2-TZVPD.

Structure (ORCA input):
```
! wB97M-V def2-TZVPD RIJCOSX def2/J DEFGRID3
* xyz 3 2
Yb -0.43781 -0.26869 1.45679
C -1.81317 1.85481 -2.18675
C -0.88981 1.91001 -0.97517
C -1.69031 1.91590 0.34388
C 0.05675 0.73452 -0.82271
C 1.26318 0.89377 -0.10754
C 1.98640 -0.21424 0.35138
C 1.55241 -1.53589 0.08988
C 2.36825 -2.72077 0.49727
C 0.36380 -1.68778 -0.66524
C -0.35701 -0.57930 -1.12730
H -2.37524 2.78543 -2.25317
H -2.54356 1.04494 -2.12553
H -1.24242 1.74311 -3.10759
H -0.29466 2.82600 -1.00394
H -2.30358 0.98470 0.46712
H -2.45988 2.69255 0.37678
H -1.07866 2.13819 1.25291
H 1.59829 1.89440 0.15744
H 2.88366 -0.05641 0.94337
H 3.00604 -2.51212 1.35537
H 3.02961 -2.95965 -0.34393
H 1.75837 -3.60548 0.67960
H -0.01179 -2.68718 -0.86756
H -1.29127 -0.73666 -1.65932
I 0.18389 -2.24236 3.56384
I -1.26147 -1.61181 5.71013
*
```

## Properties
F_max   1.64 eV/Å
E_HOMO (spin up / spin down)   -19.91 / -19.92 eV
LUMO level (spin up / spin down)   -0.52719 / -0.58835 Ha



# 3
Here is a 2-piece molecular cluster, C10H14N2O overall in a non-equilibrium geometry from OMol25. Energies are from ωB97M-V/def2-TZVPD.

Structure (ORCA input):
```
! wB97M-V def2-TZVPD RIJCOSX def2/J DEFGRID3
* xyz 0 1
C 2.49445 0.02039 0.65797
C 2.19520 -1.33245 0.60611
C 2.09680 0.84126 -0.35628
C 1.39195 -1.77031 -0.48239
C 1.10993 0.46726 -1.25519
C 0.76750 -0.91163 -1.37323
C -0.77860 2.85866 0.55354
C -1.35901 1.66707 0.13115
C -2.40953 -0.61956 -1.09337
C -1.17513 0.41136 0.65690
N -1.67456 -1.90234 0.73538
N -1.78865 -0.63764 0.08888
O -0.42221 0.11402 1.78873
H 3.00258 0.41107 1.50990
H 2.34830 -1.87219 1.46854
H 2.33770 1.88289 -0.35624
H 1.22093 -2.85854 -0.59782
H 0.79227 1.27235 -1.89588
H -1.24379 3.70217 0.22942
H -0.00572 2.96868 1.34249
H -2.27099 1.73685 -0.39797
H 0.18993 -1.25586 -2.21745
H -2.95548 -1.41117 -1.44044
H -2.22860 0.35800 -1.73261
H -0.94919 -2.53143 0.29327
H -1.26723 -1.63085 1.55268
H 0.58113 0.02193 1.58392
*
```

## Properties
F_max   4.66 eV/Å
E_HOMO (spin up / spin down)   -6.47 / -6.39 eV
LUMO level (spin up / spin down)   0.01838 / 0.01950 Ha



# 4
Here is one molecule with the formula C10H14N2O3 in a non-equilibrium geometry from OMol25. Energies are from ωB97M-V/def2-TZVPD.

Structure (ORCA input):
```
! wB97M-V def2-TZVPD RIJCOSX def2/J DEFGRID3
* xyz 0 1
C -2.05830 -2.36174 -1.00184
C -1.28053 -1.32327 -0.23722
N -0.25851 -1.68552 0.40750
O 0.15506 -2.74929 0.76993
C 0.41621 -0.15196 0.98753
C 1.57737 -0.05116 0.14044
C 1.73163 -0.11124 -1.15755
C 3.12734 0.11222 -1.43398
C 3.68259 0.26327 -0.21594
O 2.80725 0.25436 0.72821
C -0.79622 0.76878 0.70807
C -1.63491 0.93638 1.99419
C -0.36523 2.23378 0.26915
N -1.59717 0.02746 -0.26208
O -1.69716 0.65765 -1.51299
H -2.94273 -2.65613 -0.44986
H -1.28901 -3.10279 -1.19772
H -2.46493 -1.92506 -2.02241
H 0.68559 -0.40651 2.09600
H 0.94196 -0.32621 -1.98118
H 3.68033 -0.00608 -2.40445
H 4.76869 0.30080 0.08853
H -1.63506 -0.07513 2.47015
H -2.65548 1.05150 1.84094
H -1.34774 1.70095 2.61160
H -1.05845 2.88953 0.79253
H -0.39880 2.48540 -0.84470
H 0.62215 2.44872 0.55814
H -0.71591 0.80129 -1.74099
*
```

## Properties
F_max   5.70 eV/Å
E_HOMO   -7.98 eV
LUMO level   0.02543 Ha
SMILES   CC1=[N+]([O-])[C@@H](c2ccco2)C(C)(C)N1O